Entry 1:
C4H7IN2 | wB97M-V/def2-TZVPD

Element x y z (Å)
H: -1.39 -3.70 0.19
N: -0.95 -2.80 0.11
N: -1.79 -1.92 0.04
C: -1.26 -0.58 -0.14
I: -2.91 0.75 0.16
C: 0.03 -0.37 -0.36
C: 0.59 0.99 -0.63
C: 1.25 1.39 0.59
H: 0.73 -1.17 -0.56
H: 1.39 1.01 -1.29
H: -0.21 1.75 -0.84
H: 0.69 1.49 1.49
H: 1.74 2.30 0.43
H: 2.08 0.87 0.82

Properties
**Gap between HOMO and LUMO**: 9.23 eV
**E_HOMO**: -9.15 eV
**Energy above the lowest of the compared OMol25 structures with the same formula, charge and spin**: 273.88 kJ/mol
**SMILES**: [H]/N=N/C(I)=C/CC
**M**: 210.02 g/mol

=====

Entry 2:
C27H46F8N3O | wB97M-V/def2-TZVPD

Element x y z (Å)
C: 1.35 6.09 -1.47
C: 1.70 5.12 -0.35
C: 0.65 4.02 -0.15
C: 0.58 3.50 1.29
C: -0.28 2.25 1.44
C: -1.79 2.53 1.49
C: -2.61 1.51 0.70
C: -2.47 1.67 -0.83
C: -2.77 0.37 -1.60
C: -1.55 -0.19 -2.34
C: -1.43 -1.73 -2.40
C: -1.66 -2.46 -1.08
C: -0.79 -1.91 0.06
C: 0.64 -2.49 0.05
C: 1.73 -1.42 0.24
C: 3.10 -1.84 -0.33
C: 3.05 -1.78 -1.83
C: 2.85 -2.93 -2.64
C: 2.70 -2.78 -3.99
C: 2.76 -1.50 -4.53
C: 2.55 -1.15 -5.99
N: 1.28 -0.47 -6.15
C: 0.86 -0.32 -7.55
N: 2.99 -0.51 -3.68
N: 3.14 -0.59 -2.37
H: 0.45 6.66 -1.22
H: 1.18 5.57 -2.42
H: 2.16 6.81 -1.64
H: 2.67 4.65 -0.57
H: 1.82 5.68 0.59
H: -0.33 4.41 -0.45
H: 0.86 3.18 -0.82
H: 1.60 3.33 1.66
H: 0.15 4.29 1.92
H: 0.01 1.73 2.37
H: -0.06 1.56 0.61
H: -2.12 2.51 2.54
H: -2.00 3.53 1.10
H: -2.29 0.50 1.00
H: -3.67 1.58 0.96
H: -1.45 2.01 -1.07
H: -3.15 2.47 -1.14
H: -3.15 -0.36 -0.89
H: -3.58 0.54 -2.32
H: -0.63 0.22 -1.90
H: -1.56 0.18 -3.37
H: -2.10 -2.13 -3.17
H: -0.41 -1.96 -2.75
H: -1.44 -3.52 -1.23
H: -2.72 -2.41 -0.79
H: -1.27 -2.13 1.02
H: -0.72 -0.82 -0.03
H: 0.75 -3.26 0.83
H: 0.79 -3.01 -0.91
H: 1.42 -0.50 -0.27
H: 1.84 -1.17 1.29
H: 3.88 -1.17 0.03
H: 3.33 -2.87 -0.03
H: 2.80 -3.91 -2.18
H: 2.52 -3.63 -4.65
H: 2.49 -2.10 -6.53
H: 3.43 -0.61 -6.37
H: 1.29 0.43 -5.69
H: -0.03 -0.92 -7.74
H: 0.60 0.72 -7.76
H: 1.65 -0.63 -8.24
H: 3.08 0.44 -4.02
C: -2.79 -1.66 6.12
C: -2.14 -2.20 7.39
C: -1.26 -1.24 8.19
F: -0.22 -0.81 7.44
F: -0.77 -1.90 9.27
F: -1.46 -3.34 7.12
F: -3.17 -2.51 8.23
O: -2.15 -1.97 4.90
C: -1.20 -1.16 4.35
C: 0.12 -1.92 4.11
F: 0.61 -2.42 5.25
F: 1.02 -1.05 3.59
F: -0.99 -0.03 5.05
F: -1.63 -0.80 3.11
H: -3.75 -2.17 6.06
H: -3.00 -0.59 6.21
H: -1.84 -0.38 8.53
H: -0.06 -2.72 3.39

Properties
**Gap between HOMO and LUMO**: 7.92 eV
**E_HOMO**: -12.50 eV
**M**: 580.67 g/mol
**Charge**: +1

=====

Entry 3:
C27H59N6O4S2 | wB97M-V/def2-TZVPD

Element x y z (Å)
C: 6.53 -1.03 2.38
C: 5.81 -1.69 1.19
C: 5.57 -0.70 0.07
O: 4.38 -1.00 -0.71
C: 3.22 -0.72 -0.10
O: 2.89 0.34 0.32
C: 2.33 -1.93 -0.05
S: 0.63 -1.30 0.15
N: -0.19 -2.84 0.28
C: -0.93 -3.33 1.33
N: -1.36 -4.53 1.04
N: -0.88 -4.80 -0.18
C: -0.18 -3.78 -0.67
O: 6.59 -2.76 0.63
C: 6.42 -3.95 1.20
O: 6.00 -4.10 2.32
C: 6.77 -5.14 0.35
S: 7.20 -4.78 -1.37
H: 7.55 -1.40 2.40
H: 6.04 -1.36 3.29
H: 6.48 0.05 2.35
H: 4.87 -2.11 1.54
H: 5.51 0.32 0.43
H: 6.40 -0.75 -0.63
H: 2.43 -2.47 -0.98
H: 2.57 -2.56 0.81
H: -1.09 -2.77 2.23
H: -1.05 -5.67 -0.65
H: 0.29 -3.73 -1.64
H: 5.92 -5.81 0.42
H: 7.60 -5.64 0.84
H: 8.39 -5.39 -1.40
C: -4.18 -2.84 0.08
C: -4.79 -2.50 1.43
N: -5.19 -1.12 1.54
C: -5.51 -0.71 2.90
C: -6.71 -1.37 3.59
C: -6.09 -0.64 0.50
C: -7.43 -1.37 0.33
H: -3.35 -2.16 -0.15
H: -3.80 -3.86 0.10
H: -4.91 -2.77 -0.72
H: -4.05 -2.69 2.21
H: -5.62 -3.21 1.63
H: -5.64 0.37 2.91
H: -4.62 -0.90 3.51
H: -7.66 -1.00 3.20
H: -6.69 -1.14 4.65
H: -6.70 -2.45 3.49
H: -5.56 -0.67 -0.45
H: -6.28 0.42 0.68
H: -7.33 -2.45 0.34
H: -7.87 -1.10 -0.64
H: -8.15 -1.09 1.09
C: 9.31 1.65 1.30
C: 8.37 2.86 1.31
N: 8.23 3.45 2.62
C: 7.13 4.40 2.71
C: 7.22 5.68 1.87
C: 9.47 3.84 3.28
C: 10.38 4.83 2.55
H: 8.99 0.92 2.04
H: 9.28 1.18 0.32
H: 10.34 1.93 1.50
H: 7.38 2.53 0.99
H: 8.72 3.58 0.55
H: 7.00 4.67 3.76
H: 6.22 3.87 2.43
H: 7.94 6.39 2.28
H: 6.25 6.18 1.86
H: 7.49 5.48 0.83
H: 10.04 2.93 3.48
H: 9.21 4.23 4.27
H: 10.51 4.58 1.50
H: 11.37 4.82 3.01
H: 10.01 5.86 2.62
C: -8.35 1.78 -1.91
C: -9.08 2.00 -3.23
N: -8.20 2.43 -4.30
C: -8.91 2.92 -5.47
C: -9.78 1.92 -6.25
C: -7.06 1.58 -4.55
C: -7.32 0.11 -4.90
H: -7.79 2.68 -1.62
H: -9.07 1.57 -1.12
H: -7.66 0.94 -1.96
H: -9.83 2.78 -3.08
H: -9.63 1.08 -3.48
H: -8.19 3.37 -6.15
H: -9.55 3.74 -5.14
H: -9.18 1.23 -6.84
H: -10.42 2.46 -6.95
H: -10.43 1.34 -5.60
H: -6.41 1.61 -3.67
H: -6.47 2.04 -5.35
H: -8.06 -0.34 -4.23
H: -6.39 -0.46 -4.79
H: -7.65 -0.02 -5.92

Properties
**Gap between HOMO and LUMO**: 5.77 eV
**E_HOMO**: -9.41 eV
**M**: 595.94 g/mol
**Charge**: +1

=====

Entry 4:
C31H34Br12F9I3N2Si | wB97M-V/def2-TZVPD

Element x y z (Å)
C: 6.35 -1.13 -2.38
C: 5.79 -0.17 -1.26
I: 6.57 -0.53 0.70
C: 4.91 0.84 -1.52
I: 4.45 1.01 -3.67
C: 4.29 1.87 -0.52
I: 5.92 3.02 0.36
C: 3.65 2.99 -1.43
N: 3.09 3.70 -2.12
C: 3.07 1.38 0.40
C: 3.20 -0.16 0.70
N: 3.31 -1.29 0.82
C: 1.66 1.41 -0.37
C: 1.58 0.52 -1.66
C: 0.18 -0.25 -1.82
C: 0.36 -1.81 -2.03
C: -0.14 -2.57 -0.72
C: -1.71 -2.89 -0.75
C: -2.41 -2.62 0.63
C: -2.43 -1.09 1.08
Si: -3.97 -0.11 0.49
C: -5.48 -0.67 1.54
C: -4.35 -0.41 -1.36
C: -3.62 1.75 0.82
C: -2.31 2.38 0.63
C: -2.16 3.80 0.94
C: -3.27 4.63 1.41
C: -4.58 4.00 1.59
C: -4.73 2.58 1.29
C: 2.97 2.06 1.81
F: 2.93 3.44 1.54
F: 4.03 1.76 2.65
C: 1.70 1.88 2.71
F: 0.53 2.44 2.20
F: 1.95 2.73 3.80
C: 1.32 0.51 3.35
F: 0.75 -0.41 2.50
F: 0.23 0.83 4.20
C: 2.34 -0.20 4.32
F: 1.64 -1.22 4.93
F: 3.40 -0.80 3.72
F: 2.82 0.57 5.33
H: 5.54 -1.61 -2.97
H: 6.97 -0.53 -3.10
H: 7.01 -1.92 -1.95
H: 1.23 2.44 -0.45
H: 0.96 0.87 0.35
H: 2.41 -0.20 -1.82
H: 1.61 1.23 -2.54
H: -0.33 0.14 -2.74
H: -0.48 0.02 -0.96
H: 1.38 -2.12 -2.38
H: -0.36 -2.11 -2.87
H: 0.07 -1.94 0.18
H: 0.41 -3.55 -0.64
H: -1.79 -3.99 -0.99
H: -2.24 -2.36 -1.60
H: -1.89 -3.19 1.46
H: -3.49 -2.95 0.55
H: -2.48 -1.10 2.21
H: -1.49 -0.54 0.82
H: -5.57 -1.79 1.54
H: -5.33 -0.37 2.61
H: -6.41 -0.20 1.12
H: -5.26 0.18 -1.68
H: -4.56 -1.50 -1.53
H: -3.50 -0.04 -2.00
H: -1.45 1.78 0.28
H: -1.15 4.26 0.80
H: -3.15 5.71 1.63
H: -5.48 4.56 1.95
H: -5.74 2.11 1.40
C: -6.68 5.89 -1.84
Br: -8.33 5.07 -2.42
Br: -5.97 5.05 -0.25
Br: -5.37 5.95 -3.26
H: -6.91 6.92 -1.59
C: -2.88 -2.13 5.18
Br: -2.66 -3.97 4.61
Br: -3.42 -2.02 7.03
Br: -1.31 -1.08 4.81
H: -3.69 -1.72 4.59
C: 9.49 -4.96 -2.21
Br: 8.93 -3.66 -0.89
Br: 8.48 -6.60 -2.07
Br: 9.42 -4.23 -4.00
H: 10.52 -5.20 -2.01
C: -1.83 -3.71 -5.56
Br: -1.36 -5.32 -4.60
Br: -3.14 -2.66 -4.61
Br: -0.27 -2.66 -6.00
H: -2.28 -4.02 -6.49

Properties
**Gap between HOMO and LUMO**: 7.94 eV
**E_HOMO**: -8.97 eV
**M**: 1973.25 g/mol

=====

Entry 5:
C48H96O21 | wB97M-V/def2-TZVPD

Element x y z (Å)
C: -0.38 3.88 -3.05
C: -1.16 2.99 -4.01
C: -0.55 1.57 -3.73
O: 0.73 1.89 -3.18
C: 1.00 3.29 -3.17
H: -0.78 3.79 -2.04
H: -0.41 4.92 -3.39
H: -1.07 3.18 -5.08
H: -2.22 3.00 -3.78
H: -0.28 0.99 -4.62
H: -1.12 0.95 -3.04
H: 1.52 3.56 -4.11
H: 1.72 3.49 -2.37
C: -1.10 -3.39 -4.05
C: -0.38 -2.18 -4.63
C: 0.53 -2.87 -5.63
O: -0.36 -3.86 -6.22
C: -1.35 -4.25 -5.30
H: -2.02 -3.14 -3.50
H: -0.43 -3.86 -3.32
H: 0.15 -1.60 -3.87
H: -1.05 -1.48 -5.15
H: 1.43 -3.35 -5.23
H: 0.76 -2.20 -6.46
H: -1.35 -5.30 -5.02
H: -2.33 -4.00 -5.72
C: 0.54 0.59 4.69
C: 1.46 1.08 3.57
C: 2.12 2.26 4.23
O: 1.01 2.92 4.90
C: 0.01 1.94 5.22
H: 1.13 0.08 5.46
H: -0.17 -0.13 4.27
H: 0.81 1.44 2.75
H: 2.14 0.35 3.13
H: 2.63 2.92 3.53
H: 2.88 1.97 4.98
H: -0.94 2.23 4.77
H: -0.06 1.89 6.31
C: -1.48 -0.79 -0.61
C: -1.76 0.60 -0.12
C: -0.36 1.23 0.01
O: 0.55 0.09 0.12
C: -0.19 -1.11 0.14
H: -1.31 -0.88 -1.69
H: -2.24 -1.53 -0.36
H: -2.26 0.61 0.84
H: -2.39 1.11 -0.86
H: -0.31 1.79 0.95
H: 0.04 1.79 -0.83
H: -0.41 -1.37 1.19
H: 0.36 -1.97 -0.24
C: 0.90 -4.70 4.98
C: 0.78 -5.66 3.77
C: 1.31 -4.80 2.64
O: 2.37 -4.06 3.21
C: 1.96 -3.68 4.52
H: 1.22 -5.23 5.87
H: -0.09 -4.28 5.13
H: -0.26 -5.97 3.67
H: 1.36 -6.58 3.88
H: 0.56 -4.12 2.18
H: 1.72 -5.35 1.79
H: 1.52 -2.67 4.49
H: 2.85 -3.61 5.14
C: 3.16 -0.13 -2.61
C: 3.36 -1.64 -2.46
C: 4.30 -1.90 -3.63
O: 3.83 -1.07 -4.68
C: 3.09 0.03 -4.13
H: 4.00 0.41 -2.19
H: 2.23 0.18 -2.13
H: 2.46 -2.26 -2.49
H: 3.85 -1.87 -1.51
H: 4.31 -2.95 -3.93
H: 5.31 -1.59 -3.32
H: 2.04 -0.05 -4.44
H: 3.51 1.00 -4.41
C: 2.69 6.36 0.38
C: 2.33 5.42 1.54
C: 0.89 5.00 1.23
O: 0.85 4.98 -0.20
C: 1.56 6.11 -0.65
H: 3.67 6.27 -0.07
H: 2.67 7.39 0.76
H: 2.39 5.97 2.48
H: 2.96 4.53 1.57
H: 0.08 5.57 1.71
H: 0.70 4.00 1.65
H: 0.91 7.00 -0.76
H: 1.86 5.87 -1.67
C: -2.59 -2.03 3.00
C: -3.11 -0.73 3.57
C: -3.51 -1.12 5.01
O: -3.67 -2.52 5.03
C: -3.47 -3.04 3.72
H: -1.53 -2.15 3.22
H: -2.68 -2.21 1.93
H: -3.99 -0.46 2.99
H: -2.37 0.07 3.53
H: -4.45 -0.62 5.23
H: -2.74 -0.85 5.72
H: -4.44 -3.05 3.20
H: -3.05 -4.04 3.76
C: -6.38 -2.88 0.81
C: -6.92 -1.59 0.15
C: -5.71 -0.69 0.32
O: -4.54 -1.53 0.18
C: -4.95 -2.89 0.27
H: -6.94 -3.76 0.50
H: -6.37 -2.88 1.90
H: -7.80 -1.31 0.73
H: -7.20 -1.82 -0.88
H: -5.74 -0.16 1.28
H: -5.70 0.12 -0.42
H: -4.35 -3.47 0.98
H: -4.90 -3.38 -0.71
C: -4.56 -0.30 -2.89
O: -3.90 0.58 -3.85
C: -4.12 0.37 -5.13
O: -4.61 -0.58 -5.63
O: -3.70 1.43 -5.79
C: -4.29 1.72 -7.06
H: -4.74 -1.30 -3.29
H: -5.54 0.19 -2.77
H: -3.99 -0.30 -1.97
H: -5.23 2.26 -6.93
H: -4.42 0.84 -7.68
H: -3.59 2.40 -7.55
C: 7.22 1.39 3.26
O: 6.63 1.72 2.04
C: 5.37 1.39 1.93
O: 4.76 0.76 2.74
O: 4.92 1.84 0.80
C: 3.54 1.63 0.50
H: 7.19 0.33 3.51
H: 6.72 1.91 4.09
H: 8.25 1.73 3.30
H: 2.94 2.08 1.30
H: 3.33 0.57 0.48
H: 3.29 2.07 -0.45
C: -2.55 5.68 -1.11
O: -3.20 4.58 -0.50
C: -2.92 4.33 0.76
O: -2.22 4.97 1.49
O: -3.52 3.19 1.05
C: -3.55 2.72 2.38
H: -1.48 5.77 -0.92
H: -3.02 6.62 -0.83
H: -2.62 5.55 -2.19
H: -4.03 1.76 2.28
H: -4.06 3.40 3.06
H: -2.54 2.57 2.79
C: 7.10 -5.30 0.26
O: 5.80 -4.87 0.34
C: 5.60 -3.64 0.80
O: 6.46 -2.88 1.15
O: 4.29 -3.41 0.81
C: 3.90 -2.14 1.34
H: 7.63 -5.12 1.19
H: 7.65 -4.80 -0.54
H: 7.11 -6.37 0.09
H: 4.20 -1.31 0.70
H: 4.25 -2.01 2.36
H: 2.81 -2.12 1.27

Properties
**Gap between HOMO and LUMO**: 9.56 eV
**E_HOMO**: -9.15 eV
**Energy above the lowest of the compared OMol25 structures with the same formula, charge and spin**: 0.00 kJ/mol
**M**: 1009.28 g/mol

=====

no.,LUMO level (hartree)
1,0.0031
2,-0.1685
3,-0.1337
4,-0.0378
5,0.0149